No. 1
A 5-piece molecular cluster, C24H57NO14S overall, computed with ωB97M-V with the def2-TZVPD basis set.

- Electronic energy: -2454.65606 Eh
- E_HOMO: -0.333 Eh
- Frontier orbital gap: 0.3507 hartree
- LUMO: 0.5 eV

Structure (ORCA input):
```
! RIJCOSX wB97M-V def2-TZVPD def2/J DEFGRID3
* xyz 0 1
C -10.23 7.06 1.40
C -8.79 6.93 2.01
O -7.99 5.99 1.32
C -7.04 6.60 0.48
C -5.87 7.30 1.23
O -4.80 6.43 1.59
C -5.17 5.49 2.55
C -5.72 4.09 2.08
N -4.95 2.94 2.60
C -5.69 1.71 2.22
C -5.95 5.97 3.82
O -5.35 5.44 5.01
S -3.73 5.25 4.73
O -2.94 6.46 4.94
O -3.36 4.01 5.40
O -3.86 5.14 3.10
H -10.35 8.10 1.06
H -10.32 6.37 0.55
H -11.00 6.87 2.16
H -8.88 6.56 3.05
H -8.36 7.95 2.06
H -7.48 7.37 -0.18
H -6.59 5.83 -0.17
H -6.23 7.92 2.07
H -5.44 8.02 0.52
H -5.86 4.02 0.99
H -6.74 4.00 2.51
H -5.04 2.95 3.61
H -6.62 1.59 2.81
H -5.04 0.88 2.56
H -5.90 1.66 1.15
H -5.94 7.07 3.95
H -6.99 5.63 3.90
C -4.20 -0.43 -2.76
O -4.09 0.25 -1.52
C -2.91 1.03 -1.42
C -3.19 2.50 -1.66
O -3.59 2.75 -3.00
C -4.99 2.92 -3.12
H -5.21 -0.82 -2.84
H -4.01 0.24 -3.60
H -3.49 -1.27 -2.79
H -2.15 0.66 -2.12
H -2.52 0.90 -0.41
H -2.27 3.07 -1.49
H -3.94 2.87 -0.95
H -5.29 3.90 -2.73
H -5.55 2.13 -2.60
H -5.24 2.88 -4.18
C 1.46 -4.24 -1.91
O 1.90 -2.94 -2.30
C 1.19 -2.44 -3.42
C 0.13 -1.43 -3.02
O -0.91 -2.05 -2.27
C -0.79 -1.82 -0.87
H 1.88 -4.46 -0.93
H 0.37 -4.29 -1.84
H 1.82 -4.98 -2.63
H 0.75 -3.26 -4.00
H 1.92 -1.94 -4.07
H -0.32 -1.02 -3.92
H 0.58 -0.61 -2.45
H -1.07 -0.79 -0.64
H 0.22 -2.02 -0.51
H -1.48 -2.49 -0.36
C 5.73 -2.70 2.60
O 6.83 -3.34 1.97
C 6.60 -4.73 1.76
C 6.23 -5.02 0.32
O 4.96 -4.47 -0.01
C 5.06 -3.27 -0.75
H 5.89 -1.63 2.53
H 4.78 -2.95 2.12
H 5.69 -2.98 3.66
H 5.84 -5.11 2.45
H 7.54 -5.25 1.99
H 6.15 -6.11 0.19
H 7.00 -4.66 -0.36
H 5.36 -3.49 -1.78
H 5.77 -2.57 -0.30
H 4.07 -2.80 -0.77
C 10.83 -5.93 0.65
O 9.85 -6.25 -0.32
C 9.92 -5.40 -1.46
C 10.61 -6.08 -2.63
O 11.99 -6.31 -2.36
C 12.26 -7.65 -2.00
H 10.86 -6.75 1.38
H 11.82 -5.82 0.21
H 10.55 -5.01 1.17
H 10.42 -4.46 -1.21
H 8.89 -5.17 -1.75
H 10.56 -5.42 -3.50
H 10.10 -7.02 -2.88
H 12.20 -8.30 -2.88
H 11.57 -8.01 -1.23
H 13.27 -7.69 -1.60
*
```

---

No. 2
A 4-piece molecular cluster, C53H38BBr2F3NO6 overall, computed with ωB97M-V with the def2-TZVPD basis set.

- Electronic energy: -8021.18267 Eh
- E_HOMO: -0.208 Eh
- Frontier orbital gap: 0.2235 hartree
- LUMO: 0.4 eV

Structure (ORCA input):
```
! RIJCOSX wB97M-V def2-TZVPD def2/J DEFGRID3
* xyz -1 1
C -1.85 2.90 0.07
B -0.85 2.25 -1.10
C 0.21 3.46 -1.49
C -0.14 0.93 -0.43
C 1.42 0.76 -0.77
C 2.01 -0.56 -0.10
F 2.00 -0.38 1.33
Br 1.08 -2.23 -0.67
C 3.57 -0.78 -0.47
F 3.74 -1.37 -1.75
F 4.31 0.41 -0.36
Br 4.43 -2.08 0.80
C -1.76 1.86 -2.41
C -1.19 1.56 -3.80
C -2.12 1.22 -4.94
N -3.53 1.15 -5.00
C -4.01 1.43 -3.70
C -3.29 1.75 -2.42
H -2.63 2.10 0.35
H -2.42 3.79 -0.38
H -1.27 3.22 1.00
H 0.65 3.85 -0.49
H -0.35 4.37 -1.93
H 1.05 3.15 -2.20
H -0.24 0.98 0.71
H -0.71 0.01 -0.83
H 2.03 1.67 -0.45
H 1.55 0.65 -1.90
H -0.07 1.60 -3.98
H -1.60 0.98 -5.93
H -5.15 1.41 -3.63
H -3.87 1.92 -1.46
C 0.00 -10.40 3.97
C 1.29 -10.54 3.44
C 2.10 -9.43 3.28
C 1.63 -8.16 3.62
C 0.34 -8.01 4.12
C -0.47 -9.14 4.31
C -0.19 -6.67 4.45
O -1.32 -6.54 4.89
C 0.67 -5.49 4.22
C 0.16 -4.21 4.47
C 0.97 -3.09 4.27
C 2.28 -3.25 3.83
C 2.79 -4.52 3.58
C 1.98 -5.64 3.77
C 2.51 -6.98 3.46
O 3.66 -7.12 3.07
H -0.63 -11.27 4.10
H 1.65 -11.53 3.17
H 3.10 -9.55 2.87
H -1.47 -9.03 4.71
H -0.86 -4.08 4.81
H 0.57 -2.10 4.46
H 2.91 -2.38 3.69
H 3.81 -4.63 3.24
C 6.70 0.35 -2.59
C 7.98 0.21 -3.13
C 8.80 1.32 -3.30
C 8.33 2.59 -2.95
C 7.04 2.74 -2.44
C 6.23 1.62 -2.25
C 6.51 4.08 -2.12
O 5.38 4.21 -1.67
C 7.36 5.27 -2.35
C 6.86 6.54 -2.10
C 7.66 7.66 -2.31
C 8.97 7.51 -2.75
C 9.48 6.24 -3.01
C 8.67 5.11 -2.82
C 9.21 3.77 -3.12
O 10.35 3.63 -3.52
H 6.07 -0.52 -2.45
H 8.35 -0.77 -3.40
H 9.79 1.20 -3.71
H 5.23 1.72 -1.85
H 5.84 6.67 -1.75
H 7.27 8.65 -2.12
H 9.60 8.38 -2.91
H 10.50 6.12 -3.36
C -10.04 -0.44 -2.32
C -8.69 -0.37 -2.66
C -7.77 0.14 -1.76
C -8.19 0.60 -0.51
C -9.55 0.55 -0.18
C -10.47 0.02 -1.08
C -10.02 1.08 1.13
O -11.20 1.04 1.42
C -9.03 1.66 2.06
C -9.46 2.22 3.27
C -8.54 2.76 4.16
C -7.18 2.74 3.85
C -6.75 2.20 2.65
C -7.67 1.67 1.75
C -7.20 1.12 0.46
O -6.01 1.11 0.19
H -10.76 -0.84 -3.02
H -8.36 -0.72 -3.63
H -6.72 0.18 -2.03
H -11.52 -0.03 -0.82
H -10.52 2.23 3.51
H -8.88 3.19 5.09
H -6.46 3.16 4.55
H -5.69 2.19 2.41
*
```

---

No. 3
C4H6GdO7 as an isolated structure, computed with ωB97M-V with the def2-TZVPD basis set.

- Electronic energy: -1448.22980 Eh
- E_HOMO (spin up / spin down): -0.196 / -0.280 Eh
- <S²>: 21.03
- Frontier orbital gap (spin up / spin down): 0.1506 / 0.2031 hartree
- Relative energy (zero: lowest compared OMol25 entry of this formula, charge and spin): 0.0000 eV
- LUMO (spin up / spin down): -1.2 / -2.1 eV

Structure (ORCA input):
```
! RIJCOSX wB97M-V def2-TZVPD def2/J DEFGRID3
* xyz 0 9
O 3.60 2.05 0.19
C 3.06 0.91 0.10
O 3.76 -0.13 0.02
O 1.73 0.86 0.14
O -1.14 0.32 -0.34
C -2.42 0.47 -0.01
O -2.89 0.26 1.08
O -3.00 1.22 -0.95
C -0.30 -0.31 0.64
C 1.10 -0.42 0.10
Gd 6.16 1.21 0.10
H -3.92 1.36 -0.71
H -0.68 -1.32 0.84
H -0.32 0.27 1.57
H 1.11 -0.81 -0.92
H 1.66 -1.12 0.74
O -3.36 -2.31 -1.55
H -4.15 -2.51 -1.04
*
```

---

No. 4
C5H6O in the gas phase, computed with ωB97M-V with the def2-TZVPD basis set.

- Electronic energy: -269.27348 Eh
- E_HOMO: -0.380 Eh
- Frontier orbital gap: 0.3930 hartree
- Relative energy (zero: lowest compared OMol25 entry of this formula, charge and spin): 1.9799 eV
- LUMO: 0.4 eV

Structure (ORCA input):
```
! RIJCOSX wB97M-V def2-TZVPD def2/J DEFGRID3
* xyz 0 1
C 2.64 -0.34 0.84
C 1.95 -0.06 -0.11
C 0.67 0.14 -0.79
O 0.49 0.05 -1.98
C -0.43 0.39 0.23
C -1.76 -0.14 -0.27
H 3.20 -0.60 1.70
H -0.09 -0.05 1.18
H -0.45 1.48 0.40
H -2.60 0.36 0.20
H -1.84 -1.21 -0.05
H -1.78 -0.02 -1.35
*
```

---

No. 5
C17H27BrNO3PRhS2 as an isolated structure, computed with ωB97M-V with the def2-TZVPD basis set.

- Electronic energy: -4766.50775 Eh
- E_HOMO (spin up / spin down): -0.416 / -0.408 Eh
- Frontier orbital gap (spin up / spin down): 0.2439 / 0.2150 hartree
- Relative energy (zero: lowest compared OMol25 entry of this formula, charge and spin): 0.2444 eV
- LUMO (spin up / spin down): -4.7 / -5.2 eV

Structure (ORCA input):
```
! RIJCOSX wB97M-V def2-TZVPD def2/J DEFGRID3
* xyz 1 1
Rh -0.05 1.31 0.47
Br 1.49 1.68 -2.78
C -0.38 1.82 -2.70
C -1.12 1.94 -3.86
C -2.50 2.07 -3.74
C -3.08 2.14 -2.49
C -2.26 2.03 -1.38
N -0.93 1.84 -1.49
C -2.77 2.17 0.03
O -3.95 2.35 0.20
O -1.85 2.09 0.96
H -0.63 1.94 -4.82
H -3.11 2.14 -4.63
H -4.14 2.27 -2.33
C 0.99 -3.36 1.58
C 0.64 -1.93 2.02
C 1.83 -1.31 2.75
P -0.08 -0.93 0.64
C -1.88 -1.31 0.68
C -2.22 -2.81 0.65
C -2.54 -0.69 1.92
C 0.68 -1.35 -0.99
C 2.20 -1.15 -0.89
C 0.34 -2.69 -1.65
H 1.16 -3.95 2.48
H 1.91 -3.38 1.00
H 0.21 -3.84 1.01
H -0.20 -1.97 2.72
H 2.71 -1.24 2.11
H 2.08 -1.93 3.61
H 1.60 -0.32 3.13
H -2.27 -0.83 -0.22
H -1.92 -3.29 1.57
H -1.78 -3.35 -0.19
H -3.30 -2.91 0.56
H -2.27 -1.25 2.82
H -3.62 -0.74 1.81
H -2.28 0.35 2.07
H 0.28 -0.56 -1.62
H 2.68 -2.00 -0.40
H 2.47 -0.25 -0.33
H 2.62 -1.06 -1.89
H 0.66 -3.54 -1.06
H 0.87 -2.74 -2.60
H -0.72 -2.78 -1.86
C 3.99 4.40 0.42
O 3.31 3.21 0.90
C 2.11 3.30 1.38
S 1.07 4.55 1.50
S 1.42 1.85 2.09
H 4.26 4.20 -0.62
H 4.88 4.52 1.02
H 3.35 5.27 0.49
*
```

---

No. 6
C49H43CuN11P2 as an isolated structure, computed with ωB97M-V with the def2-TZVPD basis set.

- Electronic energy: -4818.41709 Eh
- E_HOMO: -0.366 Eh
- Frontier orbital gap: 0.2864 hartree
- LUMO: -2.2 eV

Structure (ORCA input):
```
! RIJCOSX wB97M-V def2-TZVPD def2/J DEFGRID3
* xyz 1 1
Cu 0.60 -1.15 -0.28
N 2.30 -2.69 3.99
C 1.11 -2.40 3.44
N 1.28 -1.76 2.31
C 2.64 -1.68 2.21
N 3.30 -2.23 3.21
C 3.35 -1.04 1.10
C 4.67 -0.61 1.26
N 5.36 -0.05 0.27
C 4.71 0.10 -0.88
C 3.39 -0.30 -1.04
N 2.71 -0.87 -0.05
H 2.51 -3.17 4.85
H 0.17 -2.66 3.89
H 5.17 -0.75 2.21
H 5.24 0.55 -1.71
H 2.87 -0.15 -1.98
C 1.91 -3.11 -2.85
C 1.20 -1.86 -3.22
N 0.54 -1.08 -2.39
C 0.08 -0.01 -3.14
C 0.49 -0.15 -4.43
N 1.20 -1.33 -4.47
C 1.95 -1.81 -5.62
N 3.36 -1.78 -5.37
N 4.07 -2.94 -5.32
N 5.28 -2.69 -5.00
C 5.40 -1.32 -4.81
C 6.52 -0.55 -4.45
C 6.33 0.80 -4.33
C 5.07 1.40 -4.57
C 3.96 0.65 -4.92
C 4.17 -0.73 -5.04
H 1.67 -3.36 -1.81
H 2.99 -3.00 -2.94
H 1.62 -3.95 -3.49
H -0.50 0.77 -2.70
H 0.34 0.46 -5.30
H 1.70 -1.16 -6.46
H 1.70 -2.84 -5.87
H 7.48 -1.02 -4.27
H 7.16 1.44 -4.06
H 4.97 2.47 -4.47
H 3.00 1.12 -5.10
N -0.21 -2.91 0.19
C -1.14 -3.58 0.29
C -2.32 -4.39 0.42
C -2.81 -4.68 1.69
C -3.96 -5.44 1.81
C -4.60 -5.91 0.68
C -4.11 -5.61 -0.59
C -2.97 -4.85 -0.72
H -2.30 -4.29 2.57
H -4.34 -5.68 2.80
H -5.50 -6.51 0.78
H -4.62 -5.98 -1.47
H -2.57 -4.61 -1.70
C -1.39 1.95 0.01
P -0.43 0.59 0.82
C 0.90 1.53 1.66
C 1.80 2.10 0.74
C 2.90 2.82 1.16
C 3.14 2.98 2.52
C 2.27 2.43 3.44
C 1.15 1.71 3.01
C -1.70 -0.16 1.91
C -1.75 -0.21 3.30
C -2.78 -0.89 3.94
C -3.77 -1.53 3.21
C -3.72 -1.49 1.83
C -2.69 -0.83 1.19
P -1.51 3.53 0.95
C -2.44 2.99 2.43
C -1.85 3.19 3.68
C -2.52 2.82 4.84
C -3.77 2.24 4.77
C -4.37 2.04 3.52
C -3.71 2.41 2.37
C -2.84 4.37 0.00
C -3.49 5.44 0.62
C -4.47 6.15 -0.05
C -4.81 5.82 -1.35
C -4.17 4.76 -1.98
C -3.19 4.04 -1.30
H -2.38 1.54 -0.23
H -0.90 2.18 -0.93
H 1.63 1.96 -0.32
H 3.57 3.25 0.43
H 4.01 3.54 2.86
H 2.44 2.56 4.50
H 0.50 1.31 3.76
H -1.02 0.29 3.91
H -2.82 -0.90 5.03
H -4.58 -2.05 3.72
H -4.49 -1.99 1.24
H -2.65 -0.83 0.10
H -0.87 3.65 3.73
H -2.05 2.99 5.81
H -4.30 1.96 5.67
H -5.35 1.59 3.46
H -4.18 2.26 1.41
H -3.24 5.71 1.64
H -4.97 6.98 0.45
H -5.58 6.38 -1.88
H -4.43 4.50 -2.99
H -2.71 3.22 -1.81
*
```

---

No. 7
An isolated ion of composition C4H14N3 and charge +1, computed with ωB97M-V with the def2-TZVPD basis set.

- Electronic energy: -324.75061 Eh
- E_HOMO: -0.483 Eh
- Frontier orbital gap: 0.3746 hartree
- Relative energy (zero: lowest compared OMol25 entry of this formula, charge and spin): 3.1086 eV
- LUMO: -3.0 eV

Structure (ORCA input):
```
! RIJCOSX wB97M-V def2-TZVPD def2/J DEFGRID3
* xyz 1 1
C 1.62 1.08 -0.33
N 0.73 0.14 0.39
C 1.43 -1.22 0.33
C -0.77 0.28 -0.03
C -1.62 -0.51 1.01
N -1.10 1.59 -0.18
N -0.83 -0.70 -1.58
H 1.33 2.14 -0.29
H 2.59 1.10 0.10
H 1.60 0.66 -1.32
H 0.81 0.47 1.35
H 1.74 -1.64 -0.55
H 2.32 -1.18 0.89
H 0.86 -2.02 0.81
H -2.61 -0.34 0.70
H -1.45 -1.64 1.23
H -1.56 -0.08 1.96
H -0.47 2.26 -0.58
H -2.05 1.76 -0.31
H -1.71 -0.44 -2.00
H -0.87 -1.71 -1.59
*
```

---

> Which of these has the lowest electronic energy?

C53H38BBr2F3NO6

---

What did the fifth record say?
C17H27BrNO3PRhS2 as an isolated structure, computed with ωB97M-V with the def2-TZVPD basis set.

- Electronic energy: -4766.50775 Eh
- E_HOMO (spin up / spin down): -0.416 / -0.408 Eh
- Frontier orbital gap (spin up / spin down): 0.2439 / 0.2150 hartree
- Relative energy (zero: lowest compared OMol25 entry of this formula, charge and spin): 0.2444 eV
- LUMO (spin up / spin down): -4.7 / -5.2 eV

Structure (ORCA input):
```
! RIJCOSX wB97M-V def2-TZVPD def2/J DEFGRID3
* xyz 1 1
Rh -0.05 1.31 0.47
Br 1.49 1.68 -2.78
C -0.38 1.82 -2.70
C -1.12 1.94 -3.86
C -2.50 2.07 -3.74
C -3.08 2.14 -2.49
C -2.26 2.03 -1.38
N -0.93 1.84 -1.49
C -2.77 2.17 0.03
O -3.95 2.35 0.20
O -1.85 2.09 0.96
H -0.63 1.94 -4.82
H -3.11 2.14 -4.63
H -4.14 2.27 -2.33
C 0.99 -3.36 1.58
C 0.64 -1.93 2.02
C 1.83 -1.31 2.75
P -0.08 -0.93 0.64
C -1.88 -1.31 0.68
C -2.22 -2.81 0.65
C -2.54 -0.69 1.92
C 0.68 -1.35 -0.99
C 2.20 -1.15 -0.89
C 0.34 -2.69 -1.65
H 1.16 -3.95 2.48
H 1.91 -3.38 1.00
H 0.21 -3.84 1.01
H -0.20 -1.97 2.72
H 2.71 -1.24 2.11
H 2.08 -1.93 3.61
H 1.60 -0.32 3.13
H -2.27 -0.83 -0.22
H -1.92 -3.29 1.57
H -1.78 -3.35 -0.19
H -3.30 -2.91 0.56
H -2.27 -1.25 2.82
H -3.62 -0.74 1.81
H -2.28 0.35 2.07
H 0.28 -0.56 -1.62
H 2.68 -2.00 -0.40
H 2.47 -0.25 -0.33
H 2.62 -1.06 -1.89
H 0.66 -3.54 -1.06
H 0.87 -2.74 -2.60
H -0.72 -2.78 -1.86
C 3.99 4.40 0.42
O 3.31 3.21 0.90
C 2.11 3.30 1.38
S 1.07 4.55 1.50
S 1.42 1.85 2.09
H 4.26 4.20 -0.62
H 4.88 4.52 1.02
H 3.35 5.27 0.49
*
```